Entry 1:
103
Properties=species:S:1:pos:R:3:forces:R:3:lowdin_spin:R:1 method="wB97M-V/def2-TZVPD" spin_multiplicity=6 max_force_ev_per_a=8.807 lumo_ev="-5.42 / -9.63" homo_energy_ev="-12.9 / -12.9" homo_lumo_gap_ev="7.4858 / 3.2712" total_charge=+2
Fe -4.455589 19.143125 -26.425571 1.01 1.16 1.49 3.79
C -5.382486 15.325470 -25.165606 0.28 -1.96 2.68 0.00
F -6.679684 15.504011 -25.244146 0.49 1.18 -0.39 0.00
F -4.893479 15.836962 -24.007439 -0.38 0.74 -1.36 0.00
F -5.224945 14.007649 -25.015958 0.65 -0.10 -0.73 0.00
S -4.470954 15.857563 -26.725780 -1.65 0.42 -4.95 0.01
O -3.658600 14.778565 -27.319171 -1.24 1.73 1.77 0.00
O -5.572755 16.206134 -27.633188 1.56 0.43 2.21 0.00
N -3.594122 17.386801 -26.354707 -2.24 -4.47 -0.85 0.04
S -2.238842 16.861976 -25.778221 5.26 -0.61 4.06 0.01
O -1.678778 17.862156 -24.820972 -1.27 -2.22 -2.63 0.00
O -2.219667 15.415334 -25.308781 -0.54 4.04 -1.21 0.01
C -1.120033 16.812766 -27.348810 2.18 0.89 -0.42 0.00
F 0.081783 16.306961 -27.017027 -1.05 0.26 0.36 0.00
F -1.599271 16.018061 -28.291914 -0.42 0.66 0.22 0.00
F -0.864246 18.077727 -27.886562 -1.22 -2.12 1.10 0.00
C 2.571379 18.361141 -27.567086 1.78 0.19 0.08 0.00
O 1.775219 18.430035 -26.681550 -2.45 0.27 1.74 0.00
N 2.400290 18.260574 -28.859304 -4.60 -0.19 -3.37 0.00
N 3.867167 18.409584 -27.447494 5.49 0.07 1.20 0.00
H 3.098059 18.202987 -29.587246 -0.56 0.02 0.32 0.00
H 1.415373 18.310279 -29.077404 0.20 -0.06 -0.97 0.00
H 4.475177 18.286183 -26.650505 -0.65 0.20 0.17 0.00
H 4.318577 18.352061 -28.349172 0.77 0.09 0.92 0.00
C -2.980414 11.607946 -23.046924 -0.23 0.17 -1.21 0.00
O -2.300259 11.138139 -23.936734 2.09 -0.71 -1.63 0.00
N -4.267677 11.627146 -23.160991 -3.76 -0.08 -0.26 0.00
N -2.591840 12.241867 -21.988878 3.31 1.88 3.78 0.00
H -4.763690 11.985003 -22.357243 -0.78 -0.37 -0.73 0.00
H -4.674771 11.258104 -24.008448 -0.32 0.02 0.59 0.00
H -3.151119 12.774224 -21.337788 -0.38 -0.41 -0.45 0.00
H -1.619613 12.272621 -21.716979 -0.02 -0.29 -0.40 0.00
C -0.109555 20.294944 -30.479290 -0.39 0.64 -2.58 0.00
O -0.959889 19.989220 -31.283694 -1.34 -1.43 -0.46 0.00
N 1.105697 20.619499 -30.894499 3.66 1.00 -0.07 0.00
N -0.336436 20.420859 -29.192639 -0.94 0.07 3.10 0.00
H 1.697140 21.218030 -30.335885 -0.10 -0.26 0.13 0.00
H 1.479274 20.502259 -31.825512 -0.97 -0.09 -0.01 0.00
H -1.264392 20.149935 -28.900071 0.20 0.29 0.05 0.00
H 0.298164 20.812464 -28.511432 -0.07 -0.20 -0.34 0.00
C -3.759433 17.060713 -30.887199 -1.48 4.78 0.98 0.00
O -4.417782 18.111689 -30.755761 0.52 -0.67 -0.02 0.00
N -4.207306 15.942309 -30.385507 -1.27 -3.02 0.85 0.00
N -2.531096 17.013864 -31.322704 3.07 -0.96 -1.54 0.00
H -3.723795 15.084278 -30.609322 -0.57 0.08 0.39 0.00
H -5.010654 16.045094 -29.782050 -0.04 -0.64 -0.34 0.00
H -1.936840 17.795187 -31.560408 -0.56 0.33 -0.13 0.00
H -2.152592 16.084795 -31.439612 0.42 0.44 -0.09 0.00
C -1.665193 11.691445 -27.251151 2.07 -2.51 3.79 0.07
O -1.796307 11.565971 -28.437362 -0.80 0.44 -4.57 0.62
N -1.006225 10.867868 -26.491876 2.69 -1.91 0.37 0.03
N -2.333276 12.507144 -26.505124 -2.70 3.29 -0.62 0.26
H -0.279548 10.247851 -26.819940 -0.30 -0.10 -0.23 0.00
H -1.016856 11.068347 -25.502036 0.01 -0.22 0.43 0.00
H -2.927895 13.139207 -27.021866 -0.43 0.66 0.54 0.00
H -2.609352 12.148736 -25.602115 -0.21 -0.10 0.85 0.01
C -2.013960 19.715513 -21.154749 -3.09 0.33 -2.17 0.00
O -3.060925 19.481735 -21.756355 -1.85 -1.09 -0.50 0.00
N -0.891285 19.511198 -21.699539 5.55 -1.17 -2.47 0.00
N -1.995339 20.370526 -20.057429 -0.89 1.59 3.62 0.00
H -0.124714 20.093873 -21.394660 0.27 -0.61 -0.34 0.00
H -0.847140 18.995920 -22.567096 0.15 0.26 0.09 0.00
H -1.134533 20.511028 -19.548157 -0.66 -0.03 0.42 0.00
H -2.939435 20.410111 -19.700753 0.46 0.62 0.92 0.00
C -1.763938 21.078864 -25.961517 2.27 -2.58 0.49 0.01
O -2.609469 20.311372 -26.411274 -1.95 -1.62 -1.88 0.04
N -0.472373 20.908915 -25.810737 3.46 -2.62 -1.55 0.00
N -2.003541 22.131883 -25.335490 -5.30 6.30 3.14 0.00
H 0.036196 20.134251 -26.212432 0.17 -0.21 0.16 0.00
H 0.008699 21.554520 -25.200928 0.29 -0.59 -0.53 0.00
H -1.357535 22.683905 -24.789562 -0.27 -0.17 -0.39 0.00
H -2.985927 22.268647 -25.144948 0.10 0.63 0.16 0.00
C -7.645568 13.457162 -27.342684 0.41 -2.11 0.59 0.00
O -8.638961 13.916541 -26.879335 -2.62 0.98 3.07 0.00
N -7.293682 13.752554 -28.521501 0.02 3.39 -6.23 0.00
N -6.836980 12.476634 -26.968392 1.44 -2.11 3.11 0.00
H -6.455194 13.462663 -29.004187 -0.45 0.15 -0.06 0.00
H -8.067240 14.245886 -28.943815 0.71 0.32 -0.88 0.00
H -6.902389 12.053090 -26.053827 0.20 0.02 -0.33 0.00
H -6.080555 12.309351 -27.616420 -0.01 -0.64 0.73 0.00
C 2.948372 14.197165 -28.043190 -0.62 -2.09 -2.13 0.00
O 2.859945 13.530358 -29.034417 0.22 -1.90 -2.93 0.00
N 3.593167 15.317393 -28.051070 1.71 3.74 0.89 0.00
N 2.391055 13.763316 -26.950325 -1.44 0.16 3.79 0.00
H 4.125524 15.544373 -28.878822 -0.37 0.07 0.28 0.00
H 3.437999 15.981175 -27.305797 0.58 0.02 -0.33 0.00
H 2.179249 14.460152 -26.250566 -0.15 -0.80 0.53 0.00
H 1.993358 12.834926 -26.945372 0.00 0.56 0.03 0.00
O -4.658565 12.919933 -29.261923 0.16 -0.27 0.11 0.00
H -4.037812 13.632838 -29.111424 0.08 0.44 0.25 0.00
H -4.511543 12.661792 -30.171866 -0.06 -0.36 -0.38 0.00
O -6.383172 18.624962 -25.729149 0.50 0.54 -0.32 0.04
H -6.552793 17.990950 -25.032374 0.00 -0.40 0.40 0.00
H -7.249186 18.834662 -26.078840 -0.54 0.04 -0.49 0.00
O -4.229187 19.206406 -24.165319 -1.30 0.12 -1.80 0.04
H -3.566631 19.168239 -23.475533 1.17 -0.01 1.14 0.00
H -5.018655 19.518088 -23.722800 -0.20 0.17 0.34 0.00
O -9.314660 16.406163 -25.630322 0.27 0.76 0.34 0.00
H -9.032827 15.502571 -25.772876 0.05 -0.66 -0.48 0.00
H -10.233455 16.333070 -25.372044 -0.24 0.05 0.03 0.00
O 0.235706 13.874615 -24.558825 0.38 -0.39 -0.10 0.00
H -0.178760 14.265639 -23.789694 -0.12 0.16 0.17 0.00
H -0.375857 14.047029 -25.274714 -0.25 0.26 -0.14 0.00



Entry 2:
86
Properties=species:S:1:pos:R:3:forces:R:3:lowdin_charge:R:1 method="wB97M-V/def2-TZVPD" spin_multiplicity=1 max_force_ev_per_a=3.858 lumo_ev=3.32 homo_energy_ev=0.1 homo_lumo_gap_ev=3.1876 total_charge=-2
C 1.791772 2.582267 2.073798 0.02 0.22 1.17 -0.66
F 2.936272 2.762937 1.449188 -0.06 -0.42 0.27 0.16
F 1.747132 3.348937 3.174638 1.21 -0.68 0.87 0.12
F 0.812202 3.085577 1.389248 -1.14 -0.51 -1.92 0.16
S 1.553532 0.694587 2.535808 0.64 -0.03 1.33 0.82
O 2.169632 -0.094743 1.470658 -1.32 1.35 1.93 -0.29
O 2.178082 0.571267 3.893018 -1.60 0.47 -2.84 -0.35
N -0.208478 0.618107 2.693688 3.32 -0.35 -1.51 -0.30
S -0.598418 -0.059713 1.271158 -0.03 -1.72 -3.45 0.69
O -0.021318 0.639957 0.087948 -1.55 -0.70 2.22 -0.34
O -0.472018 -1.527033 1.217468 -0.38 2.58 0.55 -0.29
C -2.508018 0.183347 1.070438 2.89 2.34 0.95 -0.64
F -3.136108 -0.369033 2.072628 -0.82 -0.16 0.34 0.17
F -2.784098 1.551697 1.029058 -0.05 -1.86 0.15 0.08
F -2.787018 -0.368163 -0.061092 -0.83 -0.29 -0.83 0.19
C 0.477332 0.020137 -3.547322 0.12 0.98 0.17 -0.06
C 0.412972 -1.279453 -4.332832 -1.09 -1.58 -0.84 -0.48
C 0.454782 -2.504083 -3.296682 -1.55 0.44 0.53 -0.13
C -0.898948 -2.716203 -2.628822 -0.82 0.93 -0.39 -0.20
C -2.107358 -2.746883 -3.592922 0.47 0.19 1.50 -0.16
C -2.173748 -1.623763 -4.628172 1.02 0.42 -0.04 -0.51
N -0.792578 -1.434463 -5.224412 -1.24 -1.64 -0.88 -0.19
O -0.870008 -0.704593 -6.471002 0.49 0.04 1.69 -0.37
C -2.678168 -0.283703 -4.053682 1.02 -0.14 1.65 -0.06
C -3.265928 -2.167693 -5.577102 1.76 1.22 -1.19 -0.08
C 1.688772 -1.455103 -5.165142 -0.45 0.39 0.76 -0.06
H 0.054502 -0.142693 -2.555952 0.20 0.38 0.17 0.05
H -0.004488 0.885787 -4.001842 -0.76 -0.41 -0.42 0.08
H 1.480822 0.442477 -3.494992 0.47 -0.58 0.56 0.06
H 1.041942 -2.272663 -2.407982 0.94 0.17 -0.40 0.11
H 0.697962 -3.510493 -3.637432 0.68 0.39 -0.91 0.10
H -1.029608 -1.862233 -1.964182 -0.34 0.33 0.11 0.07
H -0.898298 -3.540323 -1.915432 0.07 -0.41 -0.26 0.10
H -2.974158 -2.674313 -2.936042 -0.48 0.13 0.07 0.10
H -2.263678 -3.696943 -4.103852 0.58 -0.14 -0.07 0.10
H -2.451338 0.645977 -4.575542 -0.58 -0.46 -0.99 0.08
H -2.025808 -0.108793 -3.198152 -0.03 -0.11 0.65 0.03
H -3.677268 -0.360113 -3.624662 -0.40 0.24 -0.36 0.07
H -2.820728 -3.030113 -6.073212 -0.41 -0.27 -0.04 0.07
H -3.357518 -1.390233 -6.335562 -0.45 -0.11 -0.23 0.06
H -4.204818 -2.358773 -5.057412 0.12 -0.11 0.06 0.07
H 2.450192 -1.240273 -4.415352 0.59 -0.16 -0.27 0.07
H 1.745042 -0.723173 -5.970882 -0.10 -0.29 -0.16 0.07
H 1.759092 -2.501133 -5.463442 0.08 0.22 -0.47 0.07
O 4.656802 -0.679213 0.369908 0.54 0.00 -0.32 -0.05
H 4.981462 -0.900693 1.242708 -0.02 -0.06 0.20 0.02
H 3.706812 -0.776513 0.435388 -0.26 0.03 0.02 -0.01
O 4.529962 -0.097263 5.313268 0.31 -0.28 0.24 -0.04
H 5.412922 0.231927 5.145188 0.23 0.11 -0.01 0.04
H 3.956722 0.492337 4.823378 -0.33 0.17 -0.27 0.00
O 4.930562 3.346467 -0.257662 0.49 0.32 0.29 -0.05
H 4.166082 2.787267 -0.395892 -0.49 -0.48 -0.19 0.00
H 4.925082 3.948657 -1.001682 0.01 0.10 -0.13 0.04
O -3.322738 2.481327 -1.697752 -0.12 0.41 -0.11 -0.05
H -3.934988 2.432397 -0.963592 -0.07 -0.01 0.17 0.01
H -3.011008 1.583367 -1.810532 0.22 -0.35 -0.24 0.00
O 2.203992 1.910987 -1.219302 0.68 0.51 0.03 -0.04
H 1.513592 1.382607 -0.818822 -0.39 -0.42 0.19 -0.02
H 1.803012 2.269577 -2.011052 -0.12 -0.04 -0.23 0.04
O 0.369502 6.071717 1.325168 0.03 0.41 0.04 -0.05
H -0.224568 5.669157 0.691718 -0.10 -0.15 -0.20 0.03
H 0.592462 5.363227 1.928958 0.04 -0.24 0.21 0.00
O -5.928948 -1.981243 2.294358 -0.05 -0.01 0.24 -0.04
H -5.969458 -2.330573 1.404098 -0.04 -0.19 -0.32 0.06
H -5.606938 -1.086303 2.186568 0.07 0.36 -0.01 0.03
O -3.642458 -3.595063 2.852158 0.20 -0.44 -0.04 -0.04
H -4.229598 -2.851603 2.715178 -0.42 0.26 -0.07 -0.01
H -3.564578 -3.667263 3.803448 0.17 -0.01 0.24 0.05
O 5.264512 4.127757 2.819548 0.26 0.08 0.49 -0.06
H 5.246902 3.824447 1.911848 -0.04 -0.18 -0.64 -0.01
H 4.502132 4.701537 2.895678 -0.19 0.08 0.01 0.02
O 0.949452 1.617227 6.103128 -0.26 0.00 0.76 -0.05
H 0.363462 2.141387 5.557148 -0.24 0.35 -0.20 0.01
H 1.583882 1.248207 5.488678 0.15 -0.11 -0.25 -0.02
O -0.883298 3.194727 3.746838 -0.16 0.62 0.54 -0.05
H -1.541258 3.610617 3.189748 -0.19 0.11 -0.06 0.04
H -0.711398 2.351887 3.326958 -0.08 -0.61 -0.26 -0.04
O 2.734422 -2.257963 4.292398 -0.13 -0.69 -0.10 -0.06
H 3.643622 -1.959123 4.309378 0.18 0.28 0.17 0.00
H 2.216712 -1.454353 4.341558 -0.05 0.16 0.06 -0.01
O -1.135968 -0.468873 5.098958 -0.62 -0.45 0.48 -0.07
H -0.540358 -0.031763 5.707578 0.30 0.25 0.26 0.00
H -0.850048 -0.178193 4.232938 0.17 0.04 -0.27 -0.06
O -0.978088 -4.229803 1.920558 0.31 -0.67 -0.06 -0.07
H -1.900118 -4.090583 2.136668 -0.39 0.19 0.10 -0.03
H -0.720338 -3.438553 1.447568 0.13 0.26 0.00 -0.02



Entry 3:
27
Properties=species:S:1:pos:R:3:forces:R:3:lowdin_spin:R:1 method="wB97M-V/def2-TZVPD" spin_multiplicity=2 relative_energy_kcal_mol=0.9 max_force_ev_per_a=0.444 lumo_ev="3.61 / 3.61" homo_energy_ev="-1.9 / -1.9" homo_lumo_gap_ev="5.5267 / 5.5353" total_charge=-2
Cr 0.504889 0.056027 0.533248 -0.19 -0.22 0.33 1.09
S 2.736306 0.461090 0.024198 0.03 0.03 0.09 -0.02
C 2.750357 2.109809 -0.488228 -0.16 0.13 -0.01 0.00
C 4.006429 2.668892 -0.894422 0.08 0.04 0.06 0.00
N 5.026832 3.104663 -1.209383 -0.08 -0.05 -0.01 0.00
C 1.612793 2.868455 -0.528881 0.21 -0.01 -0.02 0.00
S 0.054119 2.208759 -0.179193 0.04 -0.16 -0.13 -0.02
C 1.678850 4.246446 -0.920198 0.04 0.02 -0.07 0.00
N 1.727839 5.352566 -1.243129 -0.04 -0.06 0.04 0.00
Se -1.909344 -0.311946 -0.086440 0.06 -0.04 0.01 0.00
Se -2.896137 -1.154483 1.863793 0.00 -0.03 -0.05 0.00
Se -2.138193 0.526800 3.269416 0.08 0.02 0.09 -0.01
Se 0.174967 0.237351 2.861289 0.03 0.01 -0.20 -0.06
Br 0.230635 -8.557035 -0.415329 0.00 0.00 0.00 0.00
C 0.674859 -6.748675 0.014478 -0.03 0.00 -0.02 0.00
C 1.851301 -6.494080 0.697485 -0.02 -0.01 -0.01 0.00
C 2.163569 -5.178360 1.004373 0.03 0.04 0.03 0.00
C 1.321738 -4.141467 0.625596 0.11 0.11 0.00 0.00
C 0.144339 -4.424484 -0.056150 0.02 0.08 0.00 0.00
C -0.188567 -5.735108 -0.364765 0.00 -0.08 0.00 0.00
C 1.697726 -2.704843 0.974817 -0.01 -0.07 0.26 0.00
O 2.647859 -2.497016 1.718671 -0.29 0.00 -0.34 0.01
O 0.894242 -1.854386 0.441089 0.11 0.28 -0.07 0.02
H 2.505091 -7.307302 0.982269 0.00 0.00 0.01 0.00
H 3.065914 -4.927391 1.548324 -0.02 0.00 -0.02 0.00
H -0.502311 -3.600185 -0.333577 -0.01 -0.02 0.01 0.00
H -1.105633 -5.964980 -0.889762 0.00 0.00 0.00 0.00



Entry 4:
23
Properties=species:S:1:pos:R:3:forces:R:3:lowdin_charge:R:1 method="wB97M-V/def2-TZVPD" spin_multiplicity=1 relative_energy_kcal_mol=21.8 max_force_ev_per_a=8.730 lumo_ev=-8.68 homo_energy_ev=-16.8 homo_lumo_gap_ev=8.1264 total_charge=+2
O -0.839156 -0.662333 -3.999372 1.05 0.65 4.65 0.20
C -0.592602 -0.497137 -2.883658 -1.99 -1.09 -8.43 -0.06
Pb -0.044147 -0.178849 -0.608070 1.34 -1.24 1.86 1.10
O -2.087694 2.763849 0.125916 2.72 -3.96 -0.96 0.19
C -1.446026 1.830985 -0.103039 -3.78 5.45 1.27 -0.04
C 0.214951 0.556364 2.179555 0.53 0.42 2.52 0.00
O 0.508946 0.677106 3.269219 -0.71 -0.19 -2.25 0.17
C 1.814210 1.356777 -0.673195 4.94 4.30 -0.22 -0.06
O 2.687431 2.094350 -0.733232 -2.83 -2.47 0.18 0.20
C -1.799652 -1.428579 0.547605 -4.56 -3.04 2.91 -0.06
O -2.636424 -2.010122 1.066684 2.67 1.78 -1.65 0.20
N 4.866058 -5.716675 2.229051 -1.91 2.19 -1.23 0.23
C 4.149936 -4.893105 1.794541 1.39 -1.78 0.95 -0.12
C 3.260928 -3.836891 1.338050 0.32 -0.62 -0.58 -0.17
C 3.118240 -2.696652 2.115199 -0.12 0.08 0.24 0.03
C 2.300784 -1.679576 1.650052 0.19 0.23 0.25 -0.11
N 1.579323 -1.729806 0.505707 1.23 -0.68 0.91 -0.10
C 1.751020 -2.837177 -0.228709 0.16 -0.62 -0.24 -0.14
C 2.587587 -3.903886 0.106022 -0.26 0.45 0.26 0.05
H 3.636178 -2.636261 3.080541 -0.25 0.22 -0.52 0.15
H 2.281636 -0.769132 2.236934 -0.21 -0.07 -0.12 0.09
H 1.183888 -2.878810 -1.155748 0.07 -0.15 -0.04 0.10
H 2.682911 -4.748084 -0.573196 0.02 0.15 0.25 0.14